No. 1
14
Properties=species:S:1:pos:R:3 method="wB97M-V/def2-TZVPD" gap_ev=10.77 spin_multiplicity=1 smiles="[H]/N=C/NC(=O)NC" e_tot_ev=-9742.4842
C 2.352 0.497 0.118
N 1.214 -0.038 0.879
C 0.188 -0.511 -0.010
O 0.355 -1.303 -0.914
N -1.023 0.065 0.277
C -2.182 -0.187 -0.444
N -3.253 0.426 -0.152
H 2.041 1.422 -0.376
H 2.724 -0.198 -0.645
H 3.152 0.739 0.823
H 1.537 -0.846 1.409
H -1.071 0.740 1.029
H -2.030 -0.931 -1.229
H -4.006 0.125 -0.766

=====

No. 2
86
Properties=species:S:1:pos:R:3 method="wB97M-V/def2-TZVPD" gap_ev=1.09 spin_multiplicity=1 charge=-1 e_tot_ev=-92192.0955
C -2.915 -2.453 2.341
C -2.712 -2.561 0.823
C -3.574 -1.557 0.041
C -4.032 -2.269 -1.248
B -2.741 -0.163 -0.227
C -1.473 -0.500 -1.239
C -1.792 -0.241 -2.730
O -3.506 0.967 -0.841
C -3.114 2.136 -0.165
C -2.031 2.853 -0.961
I -2.940 3.768 -2.655
C -0.719 2.951 -0.771
C -0.020 2.346 0.415
I 0.572 3.964 -2.103
C -2.990 1.668 1.289
O -2.353 2.509 2.218
C -4.390 1.289 1.914
C -5.594 1.803 1.161
C -6.903 1.228 1.686
O -5.663 3.228 1.328
O -2.385 0.385 1.159
H -3.576 -1.642 2.628
H -1.937 -2.307 2.798
H -3.299 -3.385 2.756
H -1.652 -2.428 0.619
H -2.959 -3.574 0.500
H -4.490 -1.429 0.639
H -4.767 -3.041 -0.995
H -4.496 -1.591 -1.961
H -3.199 -2.802 -1.703
H -0.585 0.103 -1.031
H -1.137 -1.541 -1.188
H -1.243 -0.946 -3.356
H -1.557 0.778 -3.022
H -2.842 -0.413 -2.954
H -3.959 2.814 -0.257
H -0.213 2.927 1.313
H -0.218 1.290 0.537
H 1.055 2.442 0.251
H -1.988 1.916 2.883
H -4.445 1.686 2.929
H -4.455 0.211 2.006
H -5.550 1.590 0.094
H -7.706 1.713 1.108
H -7.040 1.478 2.740
H -6.937 0.150 1.470
H -5.761 3.631 0.460
C 0.827 -1.153 2.152
O 0.409 -2.322 1.938
N 0.000 -0.110 2.274
N 2.145 -0.899 2.296
H 0.324 0.825 2.448
H -1.002 -0.266 2.141
H 2.804 -1.662 2.192
H 2.507 0.017 2.493
Ca 0.713 -2.876 4.016
C 5.629 -0.724 0.850
O 5.202 -1.550 1.647
N 4.959 0.420 0.519
N 6.822 -0.885 0.216
H 5.305 1.090 -0.141
H 4.074 0.583 0.953
H 7.339 -1.717 0.427
H 7.191 -0.234 -0.449
C 4.503 -1.181 4.974
O 3.617 -1.960 5.650
H 4.147 -0.147 4.702
H 5.450 -0.968 5.523
H 4.867 -1.573 4.007
C 6.925 -1.134 -3.733
O 6.432 -0.659 -2.728
N 7.724 -2.218 -3.759
C 8.275 -2.737 -4.995
C 8.038 -2.884 -2.508
H 6.747 -0.705 -4.733
H 7.941 -3.765 -5.150
H 9.366 -2.721 -4.953
H 7.946 -2.130 -5.835
H 7.121 -3.225 -2.026
H 8.539 -2.189 -1.833
H 8.687 -3.735 -2.698
C -4.100 6.616 -4.608
O -3.979 7.025 -3.440
O -4.793 5.593 -4.939
O -3.544 7.155 -5.619
Na -8.921 0.025 2.031

=====

No. 3
54
Properties=species:S:1:pos:R:3 method="wB97M-V/def2-TZVPD" gap_ev=9.02 spin_multiplicity=1 smiles="NS(=O)(=O)c1ccc(NC(=O)COC(=O)c2cn(-c3ccccc3)nc2-c2ccc(F)cc2)cc1" e_tot_ev=-54947.5157
N 3.926 1.765 4.964
S 3.691 0.111 5.127
O 2.493 -0.158 5.874
O 4.925 -0.432 5.611
C 3.426 -0.398 3.439
C 2.799 -1.608 3.219
C 2.578 -2.050 1.927
C 2.974 -1.254 0.855
C 3.614 -0.036 1.092
C 3.850 0.387 2.385
H 4.346 1.321 2.591
H 3.918 0.573 0.253
N 2.723 -1.593 -0.476
C 2.223 -2.752 -0.976
O 2.067 -3.780 -0.364
C 1.818 -2.613 -2.458
H 1.634 -3.602 -2.878
H 2.581 -2.078 -3.032
O 0.570 -1.923 -2.529
C 0.582 -0.592 -2.394
O 1.596 0.069 -2.345
C -0.781 -0.078 -2.251
C -1.894 -0.384 -3.006
N -2.951 0.211 -2.415
N -2.590 0.842 -1.298
C -1.285 0.704 -1.170
C -0.568 1.204 -0.001
C -1.134 1.031 1.262
C -0.472 1.461 2.395
C 0.755 2.081 2.247
C 1.332 2.282 1.008
C 0.667 1.835 -0.119
H 1.102 1.986 -1.094
H 2.281 2.789 0.935
F 1.405 2.520 3.350
H -0.889 1.323 3.379
H -2.096 0.550 1.343
C -4.292 0.225 -2.826
C -4.679 -0.276 -4.065
C -6.013 -0.245 -4.427
C -6.963 0.284 -3.570
C -6.573 0.788 -2.339
C -5.244 0.761 -1.964
H -4.919 1.150 -1.013
H -7.309 1.205 -1.668
H -8.002 0.305 -3.861
H -6.310 -0.635 -5.389
H -3.952 -0.683 -4.750
H -1.964 -0.962 -3.904
H 2.823 -0.819 -1.129
H 2.099 -2.997 1.743
H 2.480 -2.190 4.069
H 3.051 2.266 4.970
H 4.553 2.109 5.674

=====

No. 4
21
Properties=species:S:1:pos:R:3 method="wB97M-V/def2-TZVPD" gap_ev=10.28 spin_multiplicity=1 smiles="C=C([NH3+])C[C@@H](C)[NH3+]" charge=+2 e_tot_ev=-8373.4875
C 0.232 -2.442 0.439
C -0.260 -1.134 -0.152
C 0.309 0.121 0.653
C 0.363 1.372 -0.142
C 0.353 1.456 -1.484
N 1.071 2.550 0.492
N -1.772 -0.988 -0.263
H -0.322 -3.287 0.007
H 1.306 -2.537 0.408
H -0.167 -2.502 1.458
H 0.084 -1.065 -1.181
H -0.283 -0.061 1.562
H 1.274 -0.130 1.119
H 1.196 1.938 -1.993
H -0.457 1.085 -2.101
H 0.598 3.435 0.276
H 2.074 2.741 0.362
H 0.864 2.511 1.500
H -2.243 -0.697 0.597
H -2.114 -1.930 -0.497
H -2.107 -0.439 -1.059

=====

No. 5
123
Properties=species:S:1:pos:R:3 method="wB97M-V/def2-TZVPD" gap_ev="6.66 / 6.74" spin_multiplicity=2 s2=0.752 e_tot_ev=-68413.1015
Be 2.271 0.177 -3.598
C -1.045 -0.626 -0.525
C 0.448 -0.561 -0.371
O 1.142 0.191 -1.283
H -1.511 -1.119 0.328
H -1.324 -1.311 -1.325
H -1.646 0.281 -0.586
H 0.774 -1.590 -0.521
H 0.742 -0.375 0.662
N 1.993 -1.637 4.910
C 1.461 -2.651 5.605
C 0.153 -3.134 5.397
C -0.638 -2.530 4.401
C -0.053 -1.459 3.727
C 1.246 -1.061 3.970
H 2.163 -3.196 6.219
H -0.285 -3.991 5.887
H -1.649 -2.852 4.202
H -0.619 -0.994 2.933
H 1.715 -0.280 3.391
N 4.172 -1.337 -2.727
C 5.205 -1.942 -3.372
C 6.190 -2.667 -2.789
C 6.209 -2.770 -1.411
C 5.223 -2.176 -0.638
C 4.192 -1.501 -1.348
H 5.264 -1.766 -4.436
H 6.939 -3.089 -3.444
H 6.949 -3.312 -0.841
H 5.221 -2.281 0.437
H 3.478 -1.048 -0.676
N -3.659 -3.790 2.909
C -4.960 -3.635 3.091
C -5.889 -3.090 2.208
C -5.415 -2.658 0.949
C -4.061 -2.847 0.666
C -3.203 -3.451 1.618
H -5.346 -3.933 4.054
H -6.917 -2.956 2.513
H -6.136 -2.267 0.247
H -3.676 -2.600 -0.313
H -2.149 -3.613 1.448
N 0.098 0.564 -4.816
C -0.162 0.712 -6.195
C -1.398 1.116 -6.720
C -2.441 1.303 -5.786
C -2.265 0.952 -4.473
C -0.989 0.592 -4.024
H 0.715 0.648 -6.822
H -1.544 1.283 -7.777
H -3.372 1.701 -6.162
H -3.070 1.023 -3.757
H -0.809 0.547 -2.960
C -2.030 3.109 -1.521
C -2.208 4.044 -0.327
O -1.425 3.990 0.633
C -3.441 4.945 -0.387
H -1.128 2.497 -1.503
H -2.026 3.800 -2.364
H -2.895 2.446 -1.539
H -3.259 5.751 0.323
H -4.388 4.437 -0.203
H -3.511 5.437 -1.357
C 1.380 2.823 2.407
C 2.014 3.338 3.686
O 2.399 2.538 4.551
C 2.276 4.814 3.720
H 1.875 3.309 1.567
H 0.350 3.177 2.460
H 1.277 1.762 2.180
H 1.417 5.402 3.398
H 3.005 5.005 2.932
H 2.562 5.141 4.719
C 6.559 0.281 1.889
C 5.301 1.038 1.537
O 5.365 2.129 1.027
C 4.002 0.454 1.998
H 7.346 1.006 2.099
H 6.940 -0.265 1.026
H 6.372 -0.337 2.766
H 3.936 0.642 3.070
H 3.865 -0.627 1.972
H 3.226 0.885 1.366
C 2.034 5.131 -3.096
C 1.840 3.692 -2.654
O 1.765 2.793 -3.510
C 1.848 3.519 -1.128
H 1.312 5.815 -2.651
H 1.925 5.172 -4.180
H 3.066 5.469 -3.001
H 1.071 4.118 -0.654
H 2.784 3.643 -0.582
H 1.563 2.504 -0.853
C 2.186 -3.268 1.675
C 2.028 -4.530 0.760
O 2.485 -5.565 1.203
C 1.468 -4.360 -0.643
H 2.828 -2.622 1.076
H 2.768 -3.514 2.563
H 1.253 -2.750 1.897
H 1.225 -5.312 -1.114
H 2.264 -3.964 -1.273
H 0.635 -3.672 -0.789
C -6.140 -2.001 -2.867
C -4.740 -1.652 -3.342
O -3.927 -1.233 -2.572
C -4.441 -1.735 -4.840
H -6.942 -1.740 -3.557
H -6.277 -1.438 -1.944
H -6.320 -3.054 -2.649
H -3.386 -1.473 -4.920
H -5.038 -0.989 -5.365
H -4.525 -2.716 -5.309
C -1.990 1.788 3.352
C -3.453 1.283 3.224
O -4.417 2.024 3.498
C -3.650 -0.072 2.580
H -1.490 1.928 2.394
H -1.368 1.187 4.016
H -2.016 2.782 3.798
H -2.844 -0.745 2.874
H -3.666 0.079 1.501
H -4.612 -0.485 2.884

=====

No. 6
12
Properties=species:S:1:pos:R:3 method="wB97M-V/def2-TZVPD" gap_ev=7.83 spin_multiplicity=1 smiles="C#CC(=O)C(=S)CO" e_tot_ev=-20176.4146
C 0.450 -1.173 1.237
C 0.153 -0.462 -0.111
C -0.230 0.923 -0.004
C -0.816 1.693 -1.080
C -1.102 2.506 -1.908
H 0.591 -2.889 0.412
H 1.170 -0.582 1.821
H -0.538 -1.102 1.759
H -1.361 3.172 -2.759
O 0.987 -2.430 1.173
O 0.111 1.528 0.985
S 0.586 -1.184 -1.525